{
  "formula": "AlB2H16O4",
  "method": "ωB97M-V with the def2-TZVPD basis set",
  "elements": ["Al", "B", "H", "H", "H", "H", "B", "H", "H", "H", "H", "O", "H", "H", "O", "H", "H", "O", "H", "H", "O", "H", "H"],
  "positions_angstrom": [[0.074, -0.849, -0.434], [-2.988, 0.166, -0.910], [-3.686, 0.894, -1.295], [-2.349, -0.189, -1.703], [-2.336, 0.543, -0.138], [-3.561, -0.662, -0.521], [-0.240, 1.316, 1.894], [-1.192, 0.895, 1.610], [-0.297, 1.740, 2.885], [0.460, 0.495, 1.903], [0.028, 2.059, 1.159], [0.711, -3.694, 0.178], [1.413, -3.858, 0.809], [0.686, -4.483, -0.363], [2.527, -1.215, 1.229], [3.374, -0.786, 1.347], [2.539, -1.945, 1.848], [-0.464, 1.620, -2.002], [-0.946, 1.353, -2.785], [-1.053, 2.227, -1.553], [2.207, 1.170, -0.919], [2.040, 2.111, -0.881], [3.053, 1.093, -1.360]],
  "charge": 1,
  "lumo_ev": -9.78,
  "e_homo_ev": -14.111,
  "mol_weight_da": 128.7
}

{
  "formula": "C11H21F3O7S2",
  "method": "ωB97M-V with the def2-TZVPD basis set",
  "elements": ["O", "S", "O", "C", "C", "C", "C", "C", "C", "O", "C", "C", "F", "F", "F", "O", "H", "H", "H", "H", "H", "H", "H", "H", "H", "H", "H", "H", "H", "O", "S", "O", "O", "C", "C", "C", "H", "H", "H", "H", "H", "H", "H", "H"],
  "positions_angstrom": [[0.545, -2.183, 4.169], [-0.121, -1.935, 2.761], [1.055, -2.348, 1.555], [0.234, -2.779, 0.412], [-0.087, -1.603, -0.685], [-0.232, -0.093, -0.067], [-1.132, 0.021, 1.298], [-2.573, -0.806, 1.226], [-3.599, -0.164, 0.115], [-4.268, -1.287, -0.563], [-5.531, -1.623, 0.169], [-5.772, -3.248, -0.129], [-6.453, -3.387, -1.465], [-4.386, -3.831, -0.277], [-6.542, -3.859, 0.979], [-0.371, -0.262, 2.551], [-0.777, -3.319, 0.724], [0.860, -3.618, -0.161], [0.854, -1.571, -1.419], [-1.000, -1.966, -1.331], [-0.762, 0.595, -0.886], [0.828, 0.419, 0.117], [-1.448, 1.169, 1.391], [-2.446, -1.954, 1.040], [-3.090, -0.643, 2.287], [-2.953, 0.406, -0.705], [-4.393, 0.580, 0.548], [-6.424, -0.965, -0.262], [-5.388, -1.390, 1.315], [2.604, 1.594, -1.243], [3.211, 2.793, -0.704], [3.020, 4.091, -1.313], [4.808, 2.538, -0.506], [5.570, 2.094, -1.619], [5.867, 3.233, -2.577], [2.791, 2.916, 1.017], [5.068, 1.267, -2.131], [6.515, 1.704, -1.226], [4.952, 3.586, -3.063], [6.562, 2.912, -3.358], [6.299, 4.086, -2.044], [2.980, 1.954, 1.498], [1.731, 3.169, 1.088], [3.393, 3.705, 1.472]],
  "lumo_ev": 0.41,
  "e_homo_ev": -10.018,
  "mol_weight_da": 386.4
}

{
  "formula": "C14H30F3IO6S",
  "method": "ωB97M-V with the def2-TZVPD basis set",
  "elements": ["C", "C", "I", "C", "O", "S", "O", "O", "C", "C", "O", "C", "F", "F", "F", "H", "H", "H", "H", "H", "H", "H", "H", "H", "H", "C", "C", "O", "C", "C", "H", "H", "H", "H", "H", "H", "H", "H", "H", "H", "C", "C", "O", "C", "C", "H", "H", "H", "H", "H", "H", "H", "H", "H", "H"],
  "positions_angstrom": [[-0.748, -0.486, -2.094], [-0.292, 0.184, -3.392], [1.343, -0.898, -4.278], [0.056, 1.655, -3.247], [0.922, 1.901, -2.124], [0.532, 3.263, -1.306], [1.674, 4.148, -1.446], [0.697, 2.732, 0.226], [-0.406, 2.000, 0.762], [0.004, 0.696, 1.496], [-0.729, -0.427, 1.056], [1.481, 0.320, 1.349], [1.709, -0.876, 1.931], [2.266, 1.224, 1.974], [1.881, 0.226, 0.063], [-0.775, -1.575, -2.205], [-1.749, -0.127, -1.822], [-0.054, -0.264, -1.273], [-1.091, 0.133, -4.137], [0.567, 2.016, -4.149], [-0.874, 2.233, -3.122], [-0.898, 2.658, 1.489], [-1.143, 1.758, -0.014], [-0.145, 0.850, 2.575], [-1.667, -0.205, 1.036], [6.542, -0.594, -2.182], [5.056, -0.808, -2.416], [4.680, -2.174, -2.477], [4.943, -2.947, -1.322], [4.230, -2.458, -0.076], [7.127, -1.097, -2.954], [6.772, 0.472, -2.211], [6.865, -0.975, -1.212], [4.776, -0.399, -3.387], [4.463, -0.273, -1.667], [6.022, -3.022, -1.144], [4.595, -3.949, -1.574], [4.560, -1.463, 0.225], [4.427, -3.137, 0.756], [3.153, -2.418, -0.243], [-5.965, 1.812, 3.422], [-5.397, 1.243, 2.135], [-4.268, 0.404, 2.321], [-4.473, -0.751, 3.122], [-5.527, -1.701, 2.582], [-5.199, 2.365, 3.968], [-6.787, 2.491, 3.194], [-6.353, 1.034, 4.080], [-5.040, 2.055, 1.500], [-6.176, 0.718, 1.570], [-4.705, -0.465, 4.153], [-3.504, -1.251, 3.144], [-6.519, -1.248, 2.562], [-5.582, -2.588, 3.215], [-5.278, -2.015, 1.567]],
  "lumo_ev": 0.23,
  "e_homo_ev": -9.222,
  "mol_weight_da": 510.4
}

{
  "formula": "C33H36F6Ge2N5O7S2SiTi",
  "method": "ωB97M-V with the def2-TZVPD basis set",
  "elements": ["Ti", "O", "C", "N", "C", "O", "C", "C", "C", "C", "C", "N", "C", "C", "C", "C", "C", "N", "H", "H", "H", "H", "H", "H", "H", "H", "F", "C", "F", "F", "S", "O", "O", "N", "S", "O", "O", "C", "F", "F", "F", "C", "Si", "C", "C", "O", "H", "H", "H", "H", "H", "H", "H", "H", "H", "C", "Ge", "C", "C", "Ge", "C", "C", "C", "C", "C", "C", "C", "C", "C", "C", "C", "C", "H", "H", "H", "H", "H", "H", "H", "H", "H", "H", "H", "H", "H", "H", "H", "H", "H", "H", "H", "N", "C"],
  "positions_angstrom": [[-0.617, 0.665, -0.555], [-1.852, 4.390, -0.434], [-1.169, 3.416, -0.241], [-0.546, 2.597, -1.159], [-0.561, 2.845, -2.550], [-0.768, 3.923, -3.098], [-0.198, 1.636, -3.288], [0.081, 1.686, -4.653], [0.556, 0.577, -5.305], [0.747, -0.616, -4.546], [0.438, -0.627, -3.230], [-0.059, 0.465, -2.541], [-0.852, 2.917, 1.149], [-1.085, 3.710, 2.262], [-0.635, 3.310, 3.502], [0.037, 2.104, 3.578], [0.173, 1.333, 2.452], [-0.268, 1.698, 1.225], [-0.064, 2.638, -5.151], [0.809, 0.610, -6.359], [1.128, -1.521, -5.006], [0.572, -1.528, -2.647], [-1.596, 4.651, 2.097], [-0.777, 3.925, 4.383], [0.449, 1.752, 4.515], [0.644, 0.369, 2.509], [-4.388, 2.656, -2.872], [-4.990, 1.937, -1.943], [-5.355, 2.704, -0.923], [-6.081, 1.371, -2.468], [-3.913, 0.617, -1.305], [-2.778, 1.309, -0.695], [-4.777, -0.177, -0.470], [-3.571, -0.097, -2.691], [-2.654, -1.375, -2.502], [-2.138, -1.860, -3.735], [-1.818, -1.256, -1.291], [-3.801, -2.750, -2.025], [-3.316, -3.892, -2.524], [-5.011, -2.550, -2.545], [-3.906, -2.896, -0.714], [-4.882, 0.365, 3.207], [-3.391, -0.712, 3.079], [-3.780, -2.499, 2.918], [-2.297, -0.474, 4.549], [-2.591, -0.145, 1.698], [-5.387, 0.237, 4.177], [-5.588, 0.131, 2.399], [-4.582, 1.417, 3.102], [-4.364, -2.873, 3.769], [-2.844, -3.065, 2.850], [-4.343, -2.676, 1.999], [-2.724, -0.945, 5.447], [-2.149, 0.595, 4.750], [-1.311, -0.916, 4.357], [1.250, -3.844, -0.457], [2.360, -2.622, 0.641], [4.175, -3.400, 0.566], [1.858, -3.143, 2.481], [1.740, -0.343, -0.139], [3.020, -0.183, -1.707], [3.107, 1.057, -2.362], [3.800, 1.211, -3.557], [4.429, 0.118, -4.147], [4.360, -1.124, -3.526], [3.667, -1.265, -2.320], [2.918, 0.768, 1.105], [3.716, 0.242, 2.132], [4.377, 1.064, 3.052], [4.271, 2.448, 2.954], [3.496, 2.999, 1.936], [2.831, 2.171, 1.037], [1.094, -4.813, 0.037], [1.683, -4.019, -1.452], [0.272, -3.363, -0.588], [4.106, -4.462, 0.834], [4.827, -2.892, 1.292], [4.638, -3.306, -0.424], [1.780, -4.238, 2.532], [0.883, -2.708, 2.717], [2.594, -2.804, 3.225], [2.594, 1.918, -1.941], [3.822, 2.179, -4.048], [4.957, 0.232, -5.090], [4.820, -1.991, -3.991], [3.622, -2.245, -1.855], [3.820, -0.837, 2.225], [4.964, 0.620, 3.851], [4.782, 3.090, 3.665], [3.389, 4.077, 1.861], [2.203, 2.623, 0.276], [-0.688, -1.642, 1.465], [-1.396, -0.678, 1.211]],
  "charge": -2,
  "multiplicity": 4,
  "lumo_ev": [4.22, 4.20],
  "e_homo_ev": [0.126, -2.532],
  "mol_weight_da": 1014.0
}

{
  "formula": "C3H7NO2",
  "method": "ωB97M-V with the def2-TZVPD basis set",
  "elements": ["C", "N", "O", "C", "C", "O", "H", "H", "H", "H", "H", "H", "H"],
  "positions_angstrom": [[-2.068, -0.611, 1.315], [-1.158, -0.885, 0.490], [-0.969, -1.951, -0.066], [-0.107, 0.230, 0.220], [1.107, -0.022, -0.691], [2.304, -0.243, 0.094], [-2.871, -1.316, 1.451], [-2.388, 0.456, 1.701], [0.245, 0.436, 1.237], [-0.590, 1.201, -0.093], [1.308, 0.790, -1.431], [1.027, -0.865, -1.496], [2.312, -1.186, 0.428]],
  "lumo_ev": 0.88,
  "e_homo_ev": -9.054,
  "mol_weight_da": 89.1,
  "smiles": "C=[N+]([O-])CCO"
}

{
  "formula": "C3H11N2O",
  "method": "ωB97M-V with the def2-TZVPD basis set",
  "elements": ["C", "C", "O", "N", "H", "H", "H", "H", "H", "C", "N", "H", "H", "H", "H", "H", "H"],
  "positions_angstrom": [[-0.710, 0.204, 2.623], [-0.071, 0.775, 1.397], [-0.022, 0.109, 0.355], [0.468, 1.997, 1.505], [-1.074, 0.947, 3.330], [-0.055, -0.534, 3.061], [1.146, 2.365, 0.861], [0.326, 2.518, 2.354], [-1.564, -0.411, 2.333], [0.279, -1.736, -2.235], [0.143, -0.242, -2.251], [0.884, 0.251, -2.746], [-0.695, -0.018, -2.783], [0.070, 0.103, -1.270], [0.209, -2.065, -1.202], [1.241, -2.081, -2.594], [-0.575, -2.180, -2.737]],
  "charge": 1,
  "lumo_ev": -3.08,
  "e_homo_ev": -14.332,
  "mol_weight_da": 91.1
}

{
  "formula": "C3H3NO2",
  "method": "ωB97M-V with the def2-TZVPD basis set",
  "elements": ["O", "N", "O", "C", "C", "C", "H", "H", "H"],
  "positions_angstrom": [[-1.319, -1.879, -0.828], [-1.393, -0.982, -0.033], [-2.297, -0.709, 0.707], [-0.169, -0.048, 0.060], [0.250, 1.126, 0.422], [1.266, 0.224, -0.250], [0.066, 2.087, 0.837], [1.568, 0.433, -1.268], [2.027, -0.252, 0.352]],
  "lumo_ev": -0.31,
  "e_homo_ev": -10.552,
  "mol_weight_da": 85.1,
  "smiles": "O=[N+]([O-])C1=CC1"
}

- Number 4 is which compound?
  C33H36F6Ge2N5O7S2SiTi